{
  "formula": "C5H11NO",
  "method": "the ωB97M-V functional and the def2-TZVPD basis",
  "symbols": ["O", "H", "C", "H", "H", "C", "H", "H", "H", "H", "N", "C", "H", "C", "H", "C", "H", "H"],
  "xyz": [[-0.68382, -0.65325, 1.91748], [-1.50276, -0.74327, 1.40079], [-1.76749, 0.73254, -0.71272], [0.83180, 0.63764, 2.13250], [3.49731, 0.18221, -0.34465], [-0.06484, 0.51740, 1.53224], [-2.11660, 1.73657, -0.50374], [3.20673, -1.17799, -1.46060], [-0.76721, 0.59085, -1.32424], [-3.53567, -0.24789, -0.10012], [0.76024, 0.18073, -1.89611], [1.50550, -0.00072, -0.99443], [-0.68968, 1.40195, 1.67948], [2.79563, -0.60017, -0.63642], [0.62502, 0.35065, 0.38623], [-2.53886, -0.32268, -0.51721], [2.64893, -1.26491, 0.21702], [-2.20422, -1.31966, -0.77550]],
  "forces_ev_per_angstrom": [[-0.42, -0.44, 0.01], [0.29, 0.09, 0.06], [1.34, -0.19, -1.88], [-0.08, 0.02, 0.62], [0.02, -0.10, 0.01], [2.82, -0.55, -1.79], [0.03, 0.03, 0.13], [-0.22, 0.16, -0.13], [-2.44, 0.64, 1.66], [-0.05, 0.02, 0.11], [2.12, -0.22, 2.01], [-1.00, -0.44, -4.40], [0.15, 0.04, -0.82], [0.21, 0.09, 1.35], [-2.66, 1.01, 3.00], [-0.32, -0.14, 0.16], [0.16, 0.05, 0.02], [0.03, -0.06, -0.12]],
  "e_tot_ha": -326.95921,
  "spin_multiplicity": 1,
  "homo_ev": -9.40,
  "relative_energy_ev": 4.6840,
  "lumo_ev": 0.3,
  "gap_ev": 9.73
}



{
  "formula": "C5H11NO",
  "method": "the ωB97M-V functional and the def2-TZVPD basis",
  "symbols": ["H", "H", "C", "H", "H", "H", "H", "C", "C", "H", "C", "N", "O", "C", "H", "H", "H", "H"],
  "xyz": [[-3.52148, 0.35797, 0.52867], [1.61609, 0.97768, 0.03560], [0.61521, 0.55071, 0.13311], [0.00281, 1.59300, -1.59667], [-0.43853, 2.39727, -0.06079], [-2.09355, 0.24760, -1.44289], [0.40756, 0.55992, 1.21186], [-0.39990, 1.44061, -0.59593], [-1.77690, 0.82481, -0.58347], [-0.16251, -1.33153, -0.13865], [-2.54548, 0.83895, 0.49453], [0.64241, -0.78913, -0.42616], [1.78197, -2.47166, 0.83286], [1.83272, -1.54971, -0.23333], [2.68949, -0.87186, -0.13205], [-2.36377, 1.41931, 1.39967], [1.62740, -2.02794, 1.67249], [2.08648, -2.16599, -1.09886]],
  "forces_ev_per_angstrom": [[0.21, -0.12, -0.26], [-0.05, 0.04, -0.17], [0.04, 0.03, 0.29], [-0.32, 0.11, -0.12], [0.06, -0.03, -0.23], [0.02, 0.00, -0.08], [-0.20, -0.01, 0.05], [0.20, -0.02, 0.40], [0.39, -0.13, 0.30], [-0.05, 0.01, -0.17], [-0.98, 0.29, 0.29], [-0.01, 0.15, -0.21], [-0.02, -0.42, 0.36], [0.70, -0.06, -0.25], [-0.15, 0.16, 0.14], [0.48, -0.08, -0.23], [0.05, 0.19, -0.07], [-0.37, -0.12, -0.02]],
  "e_tot_ha": -327.06153,
  "spin_multiplicity": 1,
  "homo_ev": -8.97,
  "relative_energy_ev": 1.8999,
  "lumo_ev": 1.0,
  "gap_ev": 9.93
}



{
  "formula": "C5H11NO",
  "method": "the ωB97M-V functional and the def2-TZVPD basis",
  "symbols": ["H", "H", "C", "C", "C", "H", "C", "H", "H", "H", "H", "O", "N", "H", "C", "H", "H", "H"],
  "xyz": [[1.65896, 2.02271, 0.92621], [-0.84626, -2.20486, -0.76066], [-1.52288, 0.30012, -0.99586], [-0.72435, -0.25067, 0.20010], [-0.79118, -1.78202, 0.24026], [2.38143, -0.59100, -0.25648], [1.55078, -0.03006, -0.72009], [0.05829, -2.21750, 0.76976], [0.53404, 1.22682, 2.12843], [1.09365, -0.57730, -1.54241], [-0.04864, 2.30679, 0.83603], [-1.95016, -0.36154, -1.90454], [0.57067, 0.36164, 0.26641], [-1.65552, -2.07799, 0.83632], [0.69481, 1.54585, 1.09879], [-1.40978, 0.10878, 0.99040], [2.07886, 0.82681, -1.09875], [-1.67274, 1.39343, -1.01392]],
  "forces_ev_per_angstrom": [[0.13, -0.22, 0.35], [-0.09, -0.07, 0.05], [0.45, -0.42, -0.34], [-1.43, 0.01, -0.26], [0.31, 0.03, 0.37], [-0.39, -0.48, -0.22], [0.57, 0.14, 0.91], [0.16, 0.23, -0.13], [0.28, 0.45, 0.28], [0.10, -0.07, 0.03], [-0.11, 0.03, 0.11], [-0.11, -0.07, -0.08], [-0.45, -0.04, 0.10], [-0.18, -0.11, -0.38], [-0.18, -0.42, -0.77], [0.88, 0.13, 0.41], [-0.07, 0.68, -0.60], [0.13, 0.20, 0.15]],
  "e_tot_ha": -327.05501,
  "spin_multiplicity": 1,
  "homo_ev": -7.95,
  "relative_energy_ev": 2.0773,
  "lumo_ev": 0.9,
  "gap_ev": 8.84
}



{
  "formula": "C5H11NO",
  "method": "the ωB97M-V functional and the def2-TZVPD basis",
  "symbols": ["H", "H", "C", "O", "H", "N", "H", "H", "H", "C", "H", "H", "H", "C", "H", "H", "C", "C"],
  "xyz": [[-2.53131, 1.07725, -0.17902], [2.37783, 0.00710, -1.70127], [0.90783, 0.29148, -0.02821], [0.80386, 1.68464, 0.03101], [-2.89720, -0.60734, -0.38317], [0.81780, -0.37445, 1.26738], [2.79804, -0.89190, -0.22438], [-2.38250, 0.31450, -1.77381], [1.22999, -1.29926, 1.17267], [2.33233, 0.02529, -0.61344], [-0.13282, 1.85308, -0.09922], [2.98946, 0.84890, -0.28351], [-0.62868, -1.29497, -0.80481], [-0.74182, -0.33310, -0.29951], [-1.07625, 0.38984, 1.72722], [-1.04931, -1.38566, 1.67752], [-0.63773, -0.48182, 1.22094], [-2.17951, 0.17642, -0.70637]],
  "forces_ev_per_angstrom": [[0.45, -0.07, -0.12], [-0.17, -0.01, -0.02], [-0.30, -0.33, -0.37], [-0.41, 0.16, 0.09], [0.57, 0.19, -0.06], [0.09, 0.05, 0.28], [-0.42, 0.10, -0.18], [0.38, 0.03, 0.11], [-0.03, 0.19, 0.07], [-0.42, -0.11, -0.20], [0.05, 0.52, 0.12], [-0.54, -0.18, -0.04], [0.22, -0.06, 0.18], [0.30, -0.34, 0.11], [-0.03, -0.20, -0.07], [0.00, 0.03, -0.04], [-0.17, -0.16, 0.23], [0.41, 0.17, -0.09]],
  "e_tot_ha": -327.02794,
  "spin_multiplicity": 1,
  "homo_ev": -8.90,
  "relative_energy_ev": 2.8138,
  "lumo_ev": 0.9,
  "gap_ev": 9.82
}



{
  "formula": "C5H11NO",
  "method": "the ωB97M-V functional and the def2-TZVPD basis",
  "symbols": ["H", "C", "N", "H", "H", "H", "H", "C", "C", "C", "C", "H", "H", "H", "H", "O", "H", "H"],
  "xyz": [[-1.29252, -0.86680, -3.29140], [0.05289, -0.13704, 1.63134], [0.44251, 0.88062, 0.64292], [1.33169, -1.52562, 2.69090], [-0.24657, -0.99377, 1.04401], [-1.27837, -0.84723, -0.58061], [2.10324, -0.41784, 1.80262], [0.18289, 0.79363, -0.68202], [-1.30824, -0.03392, -2.59379], [-0.60622, -0.34940, -1.29204], [1.27774, -0.44575, 2.52124], [-2.29493, 0.37912, -2.46168], [-0.73695, 0.76803, -3.06009], [0.15856, -1.13154, -1.39332], [0.95032, 1.69256, 0.95014], [0.67023, 1.61261, -1.45126], [1.33589, 0.28349, 3.31602], [-0.74216, 0.33886, 2.20703]],
  "forces_ev_per_angstrom": [[-0.30, -0.14, 0.14], [0.85, 1.38, -0.02], [-0.73, -1.01, 0.01], [-0.48, 0.30, 1.31], [-0.33, -0.19, 0.44], [-0.16, 0.46, -0.08], [0.35, 0.80, 0.40], [0.51, 1.00, -0.96], [1.02, 0.70, -0.38], [-0.12, -1.31, 1.28], [-0.36, -0.92, -2.23], [-0.48, -0.22, 0.17], [0.07, -0.02, -0.18], [0.05, 0.07, -0.49], [0.13, 0.05, -0.16], [-0.11, 0.25, 0.14], [0.45, -0.43, 0.44], [-0.36, -0.79, 0.16]],
  "e_tot_ha": -327.10065,
  "spin_multiplicity": 1,
  "homo_ev": -9.42,
  "relative_energy_ev": 0.8353,
  "lumo_ev": 0.9,
  "gap_ev": 10.29
}



{
  "formula": "C5H11NO",
  "method": "the ωB97M-V functional and the def2-TZVPD basis",
  "symbols": ["H", "C", "H", "C", "H", "C", "H", "H", "H", "N", "H", "H", "H", "C", "H", "H", "C", "O"],
  "xyz": [[-1.71110, 1.51073, 1.75960], [-0.30705, 0.77733, 0.33690], [0.86825, 0.81605, -2.48656], [1.55773, -1.03047, 1.00773], [1.66931, -0.49439, -1.97112], [-1.70400, 1.07717, 0.75428], [1.47104, -1.33373, 2.05532], [2.24761, -0.18191, 0.95649], [-0.52690, -1.44605, 0.72911], [1.20343, 0.34965, -1.64567], [2.00212, -1.86509, 0.45497], [-2.33719, 0.18545, 0.77351], [0.36203, 1.59556, 0.58526], [0.05729, -0.02688, -0.86562], [-1.87125, -0.56798, -1.24083], [-2.15311, 1.80448, 0.07095], [0.21202, -0.70390, 0.45362], [-1.04022, -0.46603, -1.72795]],
  "forces_ev_per_angstrom": [[-0.06, -0.12, -0.13], [0.61, -0.88, 0.41], [0.06, 0.12, 0.23], [0.59, -0.03, 0.20], [-0.01, 0.07, 0.05], [-0.61, 0.18, -0.16], [0.08, 0.04, -0.08], [-0.13, -0.15, -0.06], [-0.37, 0.18, -0.26], [-0.52, -0.55, 0.15], [0.06, 0.04, 0.11], [-0.02, 0.08, 0.01], [0.39, -0.36, -0.05], [-1.43, -0.19, -0.83], [0.45, 0.14, 0.08], [-0.13, -0.02, 0.11], [0.29, 1.28, -0.06], [0.75, 0.17, 0.28]],
  "e_tot_ha": -327.07253,
  "spin_multiplicity": 1,
  "homo_ev": -9.27,
  "relative_energy_ev": 1.6004,
  "lumo_ev": 0.9,
  "gap_ev": 10.22
}



{
  "formula": "C5H11NO",
  "method": "the ωB97M-V functional and the def2-TZVPD basis",
  "symbols": ["C", "H", "H", "H", "H", "N", "O", "H", "H", "H", "H", "H", "C", "C", "H", "C", "C", "H"],
  "xyz": [[-1.02069, 1.34484, 0.67938], [-0.94984, 0.71354, -2.12738], [0.66508, -2.16397, -0.39099], [0.69038, 0.79568, -2.82404], [-1.24921, 1.37470, 1.74851], [0.07218, 0.41736, 0.41765], [1.68007, -0.36726, -0.95005], [-1.94373, 1.08336, 0.14461], [0.06225, 2.14347, -1.82615], [-0.74592, 2.36675, 0.38927], [1.48295, -0.56004, 1.61042], [-0.16755, -0.57706, 2.21855], [0.24911, -2.08291, 0.62235], [0.43637, -0.69110, 1.30605], [0.77415, -2.85045, 1.19857], [0.69580, 0.34283, -0.79446], [0.07778, 1.06025, -1.96364], [-0.80917, -2.34997, 0.54135]],
  "forces_ev_per_angstrom": [[-0.06, -0.03, -0.03], [0.14, 0.11, 0.07], [-0.06, 0.40, 0.53], [-0.13, 0.19, -0.02], [0.15, -0.15, -0.16], [0.12, -0.24, -0.37], [0.03, 0.44, -0.13], [0.11, -0.03, 0.08], [-0.03, -0.05, -0.06], [0.01, -0.25, 0.03], [-0.18, -0.14, -0.14], [0.07, -0.29, -0.32], [-0.11, 0.05, 0.31], [0.03, -0.23, 0.01], [-0.24, 0.07, 0.14], [0.08, 0.01, -0.07], [0.03, 0.11, -0.12], [0.05, 0.04, 0.25]],
  "e_tot_ha": -327.10591,
  "spin_multiplicity": 1,
  "homo_ev": -9.11,
  "relative_energy_ev": 0.6922,
  "lumo_ev": 0.9,
  "gap_ev": 9.99
}



{
  "formula": "C5H11NO",
  "method": "the ωB97M-V functional and the def2-TZVPD basis",
  "symbols": ["H", "C", "H", "H", "N", "C", "H", "H", "H", "C", "H", "H", "O", "C", "C", "H", "H", "H"],
  "xyz": [[-2.51605, 0.52277, 0.61414], [-0.65055, 0.11074, -0.39880], [-0.78834, -2.06167, -0.12889], [1.58861, -1.25582, 1.09624], [0.78451, 0.32061, -0.13226], [-0.98062, -1.30364, -0.89870], [2.56573, 1.11708, -0.77253], [-2.04784, -1.34823, -1.15285], [-0.41887, -1.56516, -1.80342], [-1.44777, 0.49180, 0.84593], [-1.13723, 1.47655, 1.20368], [-0.87356, 0.81375, -1.20789], [1.03764, 1.59402, -2.02575], [1.43606, -0.16734, 1.05461], [1.49156, 1.05866, -1.03270], [0.83313, 0.10856, 1.92334], [-1.28097, -0.24473, 1.64105], [2.40455, 0.33207, 1.17478]],
  "forces_ev_per_angstrom": [[0.12, -0.04, 0.08], [0.09, 0.05, 0.11], [0.00, 0.12, -0.12], [-0.07, 0.21, -0.26], [0.09, 0.06, -0.90], [-0.01, 0.08, 0.08], [-0.12, 0.10, 0.01], [0.21, -0.02, 0.09], [-0.02, 0.14, 0.23], [-0.07, -0.18, -0.13], [-0.08, -0.07, 0.00], [0.02, -0.10, 0.20], [0.14, -0.15, 0.17], [-0.08, -0.02, 0.62], [-0.03, -0.08, -0.06], [0.17, -0.06, 0.06], [-0.19, 0.16, -0.06], [-0.18, -0.20, -0.13]],
  "e_tot_ha": -327.11229,
  "spin_multiplicity": 1,
  "homo_ev": -9.29,
  "relative_energy_ev": 0.5184,
  "lumo_ev": 0.9,
  "gap_ev": 10.14
}



{
  "formula": "C5H11NO",
  "method": "the ωB97M-V functional and the def2-TZVPD basis",
  "symbols": ["H", "H", "H", "H", "C", "H", "C", "H", "C", "H", "H", "C", "H", "H", "C", "O", "H", "N"],
  "xyz": [[0.35062, -3.47378, 0.73753], [-0.62383, -1.93963, -2.41700], [1.60622, 2.62238, 2.24880], [0.25695, -3.79064, -0.99974], [0.21629, 1.55430, 1.09891], [-0.85983, -1.38146, 0.58355], [-0.28006, -3.38345, -0.14753], [1.74831, 4.36629, 0.76407], [0.93400, 2.62859, 1.39770], [0.34095, 0.66176, 1.69345], [-0.70585, 0.30715, -2.42400], [-0.66719, -1.94190, -0.32070], [-1.14765, -4.02155, 0.03934], [0.42292, 3.88154, -0.12911], [-0.78425, -1.37140, -1.50510], [-1.18858, -0.06781, -1.67945], [-0.48736, 1.47444, 0.28238], [0.86831, 3.87516, 0.77690]],
  "forces_ev_per_angstrom": [[0.14, -0.10, -0.08], [0.12, 0.04, -0.06], [0.03, -0.09, -0.03], [0.03, 0.04, -0.13], [0.02, -0.40, 0.12], [-0.07, 0.21, -0.02], [-0.16, 0.06, 0.36], [-0.07, 0.07, -0.02], [-0.07, 0.22, -0.02], [0.00, 0.00, 0.10], [-0.13, -0.05, 0.02], [0.02, -0.32, -0.03], [-0.04, 0.04, -0.03], [0.02, -0.03, 0.05], [0.00, 0.04, -0.08], [0.08, 0.01, 0.02], [0.02, 0.21, -0.12], [0.06, 0.03, -0.05]],
  "e_tot_ha": -327.04780,
  "spin_multiplicity": 1,
  "homo_ev": -8.22,
  "relative_energy_ev": 2.2734,
  "lumo_ev": 0.8,
  "gap_ev": 9.05
}



{
  "formula": "C5H11NO",
  "method": "the ωB97M-V functional and the def2-TZVPD basis",
  "symbols": ["C", "H", "H", "H", "H", "H", "C", "H", "H", "H", "C", "H", "H", "O", "C", "H", "N", "C"],
  "xyz": [[0.90254, -2.47442, -0.31866], [1.08435, -3.53714, -0.15074], [0.22666, 0.81331, 1.66992], [1.20430, 2.14570, -0.27868], [-0.79057, 3.28250, -0.82951], [0.38002, 1.10092, -1.36247], [-0.97241, 2.35549, -0.27746], [1.77891, -1.95555, 0.06796], [1.33996, -0.07601, 0.70288], [-1.56829, -0.41417, 0.29548], [0.30941, 1.52341, -0.34736], [-1.15413, 2.70384, 0.74074], [0.93887, -2.27506, -1.38391], [-1.20183, -2.79825, 0.76479], [0.34938, 0.38058, 0.66438], [-1.87145, 1.91856, -0.69537], [-0.59392, -0.65731, 0.38396], [-0.36179, -2.03638, 0.35403]],
  "forces_ev_per_angstrom": [[1.11, -0.50, 0.46], [-0.24, 0.09, -0.03], [-0.30, -0.17, -0.06], [-0.16, 0.15, 0.43], [-0.18, -0.08, -0.16], [-0.02, -0.09, 0.23], [0.81, 1.08, 0.14], [-0.01, 0.08, 0.18], [0.00, 0.11, -0.19], [-0.03, -0.03, 0.58], [-0.25, -0.58, -0.83], [-0.19, -0.25, 0.12], [-0.49, 0.09, -0.19], [-0.24, -0.46, -0.22], [0.81, 0.48, -0.03], [-0.03, -0.40, 0.05], [-0.36, -0.68, -0.32], [-0.24, 1.16, -0.15]],
  "e_tot_ha": -327.10896,
  "spin_multiplicity": 1,
  "homo_ev": -9.29,
  "relative_energy_ev": 0.6092,
  "lumo_ev": 0.9,
  "gap_ev": 10.22
}